(1)
91
Properties=species:S:1:pos:R:3:forces:R:3 method="wB97M-V/def2-TZVPD" charge=+1 e_above_lowest_kcal_mol=0.0 total_energy_ha=-3182.3687 homo_ev="-7.43 / -7.27"
Ti -0.633 0.759 -0.141 -1.9974 1.0841 -0.3808
N -1.121 -4.286 -1.985 -0.0501 -0.0578 -0.1863
C -1.161 -3.372 -0.996 0.0369 0.0893 0.1534
N -1.534 -2.150 -1.123 -0.0262 -0.0185 0.1289
C -1.907 -1.697 -2.378 0.1140 -0.1335 0.2236
N -2.189 -0.475 -2.621 -0.0873 0.7492 -0.3506
N -1.990 0.514 -1.670 -0.1478 -0.1188 -0.3741
C -2.496 1.669 -2.098 -0.2153 0.0458 -0.1240
C -2.348 2.811 -1.315 -0.1737 -0.0712 0.1790
C -2.834 4.076 -1.730 -0.0429 0.1332 0.0819
C -2.733 5.145 -0.896 -0.0223 0.0945 -0.0342
C -2.166 4.952 0.391 -0.0282 0.0312 -0.0868
C -1.687 3.724 0.726 -0.0273 -0.0388 -0.0194
N -1.710 2.641 -0.104 0.4550 -0.2229 -0.5945
C -1.958 -2.647 -3.503 0.0107 -0.0730 0.0487
C -2.366 -2.289 -4.788 -0.0660 0.0399 -0.0632
C -2.366 -3.220 -5.808 -0.0174 0.0363 -0.0342
C -1.954 -4.530 -5.559 0.0036 0.0142 -0.0242
C -1.537 -4.900 -4.297 0.0295 -0.1043 0.0242
C -1.538 -3.956 -3.275 -0.0244 0.0728 0.0364
H -0.768 -5.208 -1.806 0.0189 -0.0761 0.0689
H -0.848 -3.731 -0.018 0.0267 0.0323 -0.0684
H -3.020 1.701 -3.044 0.0048 -0.0460 -0.0333
H -3.283 4.160 -2.713 0.0135 -0.0016 0.0722
H -3.091 6.121 -1.198 0.0036 -0.0482 0.0246
H -2.106 5.764 1.105 -0.0281 -0.0572 -0.0501
H -1.272 3.570 1.713 0.0336 -0.0828 -0.0115
H -2.689 -1.268 -4.956 0.0485 -0.0893 0.0121
H -2.688 -2.936 -6.804 0.0153 -0.0198 0.0832
H -1.964 -5.264 -6.356 0.0085 0.0459 0.0316
H -1.219 -5.918 -4.093 -0.0075 0.0596 -0.0236
C 4.888 0.362 2.976 0.1488 0.0581 -0.1055
C 4.387 0.549 1.668 -0.1599 -0.0283 -0.0787
N 3.200 0.158 1.275 -0.0638 -0.0565 0.0616
C 2.396 -0.486 2.172 -0.1504 0.0949 -0.0720
C 2.797 -0.688 3.519 -0.0784 0.0156 -0.1926
C 4.089 -0.245 3.894 -0.0771 -0.0573 0.1232
C 1.921 -1.321 4.433 0.1095 -0.0039 0.1152
C 0.706 -1.762 4.005 -0.1557 -0.0622 0.0400
C 0.298 -1.577 2.667 -0.0025 -0.0943 0.0757
C 1.089 -0.941 1.746 0.0329 -0.1445 -0.1827
N 0.599 -0.708 0.441 1.5209 -0.3803 0.3205
C 1.292 -1.292 -0.590 -0.0408 -0.1796 0.2937
C 2.051 -2.449 -0.478 -0.0158 -0.0060 -0.0840
C 2.561 -3.089 -1.619 -0.0033 -0.0275 0.0644
C 2.321 -2.612 -2.882 0.0514 -0.1163 -0.1074
C 1.609 -1.404 -3.038 -0.0859 0.2182 -0.0079
C 1.345 -0.799 -4.287 -0.0105 0.0288 -0.0002
C 0.759 0.439 -4.330 0.0856 0.0022 -0.1825
C 0.379 1.073 -3.144 0.0125 -0.0289 0.1524
N 0.513 0.498 -1.953 0.4592 -0.6538 -0.5496
C 1.134 -0.719 -1.893 0.1630 -0.1693 0.1330
H 5.891 0.687 3.224 -0.0712 0.0132 -0.0153
H 5.000 1.048 0.919 -0.0280 -0.0449 0.0825
H 4.431 -0.409 4.911 -0.0379 0.0057 -0.0517
H 2.238 -1.465 5.461 0.0004 0.0000 -0.0918
H 0.050 -2.279 4.697 0.0124 0.0371 -0.0414
H -0.662 -1.952 2.336 0.0029 0.0342 -0.0131
H 2.217 -2.875 0.505 0.0184 -0.0030 -0.0663
H 3.146 -3.995 -1.495 -0.0563 0.0598 0.0050
H 2.695 -3.131 -3.757 -0.0474 0.0690 0.0571
H 1.610 -1.322 -5.200 0.0507 0.0730 0.0632
H 0.578 0.936 -5.275 -0.0063 -0.0152 0.0691
H -0.095 2.047 -3.162 -0.0917 0.0015 -0.0003
C 1.058 2.694 3.978 -0.0212 0.0629 -0.1566
N 1.401 2.820 2.556 -0.4367 -0.3353 0.2873
C 2.396 3.635 2.147 0.2144 0.1735 0.0875
C 2.719 3.731 0.848 0.3250 0.1918 -0.2993
C 1.999 2.924 -0.083 0.2512 0.2045 -0.0135
N 0.999 2.168 0.311 -0.1094 0.1320 0.6691
C 0.678 2.120 1.616 0.0496 0.0620 0.6219
O -0.301 1.420 1.948 0.3466 0.2924 -0.0231
N 2.307 2.942 -1.376 0.3129 -0.0854 -0.3498
H 1.970 2.698 4.569 0.0552 -0.0126 -0.0368
H 0.535 1.756 4.124 0.0036 -0.1076 -0.0088
H 0.416 3.515 4.295 -0.0177 0.0090 -0.0481
H 2.904 4.195 2.921 0.0116 -0.0398 -0.0174
H 3.518 4.381 0.521 -0.0637 -0.0468 0.0125
H 3.176 3.359 -1.661 -0.0275 0.0654 -0.0669
H 1.922 2.212 -1.959 0.0161 0.0992 0.0303
C -3.433 -1.887 3.627 0.0796 0.0939 -0.0638
N -3.213 -0.500 3.210 0.1150 0.1142 -0.1602
C -2.983 0.499 4.262 0.0368 -0.1577 -0.0989
C -2.712 -0.257 2.011 -0.3307 -0.1064 0.2612
N -2.328 -0.007 0.949 -0.0946 -0.5930 0.9563
H -2.534 -2.316 4.079 -0.0086 0.0295 -0.0025
H -3.724 -2.484 2.766 -0.0008 0.0207 0.0005
H -4.239 -1.908 4.359 -0.0092 0.0276 -0.0240
H -2.115 0.228 4.869 0.0065 -0.0103 -0.0233
H -3.862 0.557 4.902 -0.0366 -0.0240 -0.0176
H -2.807 1.467 3.805 -0.0144 0.0327 -0.0390

(2)
105
Properties=species:S:1:pos:R:3:forces:R:3 method="wB97M-V/def2-TZVPD" charge=+1 e_above_lowest_kcal_mol=0.0 total_energy_ha=-3987.6878 homo_ev=-11.32
Be 0.360 1.178 3.828 0.6103 -0.5717 -2.2278
C -1.902 0.018 0.187 0.9253 0.6796 0.5754
F -2.827 0.744 0.809 0.1641 -0.5171 0.0042
F -2.445 -0.859 -0.605 -0.2979 -0.3616 -0.1689
F -1.169 0.882 -0.545 -0.1207 -0.1245 0.1454
S -0.802 -0.951 1.476 -0.9448 1.0411 1.2314
O -1.632 -0.984 2.656 0.3857 1.8099 0.2314
O -0.609 -2.241 0.956 1.1171 -1.0028 -1.3173
N 0.640 -0.002 1.741 -4.3476 -1.6208 1.3952
S 1.509 -0.093 0.443 3.6084 -0.0529 -2.2048
O 0.990 -0.647 -0.781 -0.4582 -0.1358 1.2485
O 2.139 1.182 0.325 0.6903 0.7705 0.1466
C 2.960 -1.295 0.912 -1.8151 -0.4872 1.7734
F 2.503 -2.557 0.902 0.1930 0.2927 -0.9982
F 4.042 -1.169 0.175 -0.3520 0.1663 0.2305
F 3.220 -1.103 2.239 0.6035 0.7452 -0.8440
O 1.989 2.773 3.346 -1.3444 -1.1691 0.9922
H 2.298 2.971 2.450 -0.0269 0.0344 -0.4768
H 2.584 3.260 3.923 -0.0276 0.0283 0.2250
O -1.593 3.678 -0.153 0.0260 -0.0030 -0.1836
H -2.059 4.456 -0.472 -0.0760 0.1992 0.1206
H -1.818 2.985 -0.780 0.0705 -0.1446 -0.1046
O 2.698 0.423 4.772 -0.6772 0.3814 -0.0401
H 3.451 1.001 4.620 0.0004 0.1525 -0.2161
H 3.082 -0.417 5.035 -0.2660 -0.2664 0.0184
O -1.425 -5.092 0.553 0.0573 -0.1275 0.0132
H -1.718 -4.209 0.790 -0.0470 0.0611 0.1586
H -1.346 -5.072 -0.404 0.0191 -0.0545 -0.0948
O 0.290 -1.357 4.513 0.0155 1.0619 0.4235
H -0.393 -1.694 5.098 -0.1382 0.0643 0.0483
H 0.768 -2.142 4.216 0.5212 -0.3030 -0.3838
O 1.295 3.894 0.866 0.1377 0.1964 0.1678
H 0.464 4.029 0.402 -0.1465 -0.0018 -0.0684
H 1.598 3.028 0.572 -0.0188 -0.2909 -0.3241
O -2.785 -3.482 3.140 0.1657 0.0005 0.0226
H -2.139 -3.767 3.789 0.0020 -0.2697 0.0017
H -2.598 -2.546 3.003 0.0855 0.0197 -0.0295
O 1.899 -3.730 3.779 -0.0904 0.2379 0.1770
H 2.497 -4.124 4.419 0.0385 -0.0466 0.1115
H 1.891 -4.346 3.042 -0.1537 0.0124 -0.2049
O -1.185 2.619 2.331 0.4568 -0.7034 1.4167
H -1.203 3.450 2.814 -0.0054 0.1930 -0.0694
H -1.375 2.867 1.413 0.1580 0.1102 -0.3103
C -5.113 -0.758 -3.163 -0.0085 0.0171 0.2698
C -5.179 0.523 -2.309 0.7711 -1.2904 -1.4219
C -6.060 1.628 -2.889 -0.1095 -0.2539 0.9822
O -6.842 1.988 -1.753 -0.4917 0.9915 0.0413
C -6.646 1.151 -0.728 -0.7111 0.7848 0.4150
O -7.173 1.247 0.332 -0.1313 -0.0412 0.2341
O -5.773 0.226 -1.064 0.8371 -1.2152 0.2391
H -4.738 -1.606 -2.588 -0.1293 0.1181 0.3128
H -4.428 -0.717 -4.011 -0.1160 0.5006 -0.1107
H -6.108 -1.015 -3.527 0.0074 -0.0260 -0.0099
H -4.157 0.860 -2.120 0.0268 0.2203 0.0852
H -6.777 1.251 -3.617 0.4391 0.2550 -0.4775
H -5.470 2.504 -3.152 -0.2899 -0.0991 -0.5896
C -1.070 -0.653 -3.732 0.2254 0.7434 -1.9656
C -1.077 -0.737 -5.326 -0.1244 -1.1439 2.3094
C -0.060 -1.754 -5.817 2.0644 0.9232 2.4177
O -0.577 -2.251 -6.966 -0.8489 -0.7764 -3.0489
C -1.907 -2.032 -6.967 -1.7948 -0.3227 -0.8565
O -2.735 -2.280 -7.815 2.0025 0.0956 1.3411
O -2.207 -1.457 -5.781 -1.9614 -0.0021 0.0882
H -0.182 -0.077 -3.468 -0.0736 0.1720 0.1461
H -0.973 -1.605 -3.213 -0.2736 -0.1570 -0.3716
H -1.963 -0.113 -3.421 0.0376 -0.0665 0.1839
H -1.229 0.227 -5.813 1.0853 0.2862 0.1879
H -0.016 -2.551 -5.069 -0.1533 -0.0477 0.1355
H 0.979 -1.438 -5.912 -0.1585 0.3072 -0.4852
C -2.790 2.168 5.458 0.5193 1.5590 0.7616
O -1.887 1.262 4.858 1.0952 -1.2192 -0.6102
H -3.602 2.439 4.784 -0.0553 -0.1837 0.0976
H -3.105 1.720 6.400 -0.4308 0.2730 -0.0710
H -2.197 3.051 5.698 -0.3500 0.1838 0.0588
H -2.387 0.448 4.984 0.8106 -0.7192 -0.7660
C -5.179 -1.880 1.853 0.7172 -0.9848 0.2776
O -5.434 -3.038 2.640 -0.2914 0.1241 -0.2006
H -5.890 -1.846 1.029 -0.2094 0.5196 0.2998
H -5.118 -1.010 2.509 -0.5115 0.3755 -0.3414
H -4.191 -1.985 1.395 0.1310 0.1078 -0.2417
H -4.582 -3.451 2.818 -0.1347 -0.1119 0.1743
C 3.256 3.762 -1.667 -0.7829 0.0838 0.2357
O 4.106 2.727 -1.198 0.5647 0.4348 0.1221
H 3.683 4.395 -2.446 0.0500 -0.4078 -0.3038
H 2.315 3.276 -1.930 -0.1246 0.3801 -0.6024
H 2.991 4.449 -0.864 0.3648 -0.2420 0.3029
H 4.280 2.132 -1.932 0.0359 -0.0978 0.0755
C 4.483 -2.403 -2.737 -0.2000 -0.4093 0.4222
O 4.101 -2.989 -3.960 -0.0605 -0.0716 -0.2278
H 4.881 -1.397 -2.874 0.0687 0.0529 0.1297
H 3.605 -2.389 -2.091 -0.1339 0.2936 -0.1910
H 5.187 -3.042 -2.198 0.3311 0.1506 -0.0469
H 4.895 -3.304 -4.399 -0.0462 -0.0002 -0.1252
C 7.055 0.414 -1.086 -0.6155 -0.9684 -0.2074
O 8.064 -0.031 -1.980 0.2618 0.4124 0.1852
H 6.361 -0.389 -0.823 -0.2372 -0.1496 -0.4047
H 7.352 0.741 -0.088 0.7864 0.4555 -0.2984
H 6.507 1.181 -1.631 0.0004 0.2172 0.3705
H 8.218 -0.978 -1.952 -0.1743 0.0090 0.3448
C 5.304 2.097 1.760 -0.2932 0.5614 0.5991
O 4.334 3.123 1.586 -0.1609 0.1677 0.0709
H 4.784 1.175 1.502 0.7830 -0.4377 -0.0234
H 6.217 2.329 1.210 -0.1589 -0.3816 -0.4373
H 5.625 2.118 2.803 -0.2434 -0.2588 0.1320
H 4.094 3.006 0.656 -0.1237 0.3055 -0.2250

(3)
52
Properties=species:S:1:pos:R:3:forces:R:3 method="wB97M-V/def2-TZVPD" smiles="CCCCCCC1=CC(=O)C(OC[C@H](C)O)=CC1=O.O=S1(=O)OCCO1" e_above_lowest_kcal_mol=0.0 total_energy_ha=-1663.2561 homo_ev=-9.58
C 6.426 1.215 1.505 -0.0045 -0.1779 -0.0155
C 5.018 0.771 0.850 -0.1035 1.0759 0.1581
C 4.013 0.121 1.914 0.9535 -0.0202 0.3334
C 3.790 -1.453 1.758 0.0239 0.3911 0.0751
C 2.661 -1.876 0.711 0.0547 -1.2133 0.4865
C 1.341 -0.979 0.744 0.4503 0.1327 -0.8855
C 0.008 -1.715 0.274 -1.2105 1.5892 -1.9358
C -0.747 -1.131 -0.783 0.6234 -1.9892 2.6017
C -2.105 -1.877 -1.196 0.1881 0.5919 -1.1736
O -2.456 -1.980 -2.379 0.5656 0.3344 3.2729
C -2.932 -2.471 0.047 1.5784 -1.4461 1.4629
O -4.358 -2.380 0.066 2.2906 1.0988 0.3395
C -4.614 -1.005 0.541 0.5351 0.7867 0.9117
C -5.930 -0.892 1.435 -0.2653 0.8469 -0.5528
C -6.854 0.316 0.900 -0.2849 -0.1913 -0.4730
O -5.591 -0.540 2.816 -0.2111 -1.1807 -0.6544
C -2.179 -3.069 1.089 -0.8488 1.7511 -2.6662
C -0.582 -3.041 0.921 -0.0587 -1.2162 0.4678
O 0.087 -4.030 1.262 -1.5267 2.9036 -0.7533
H 6.491 0.977 2.623 -0.2546 0.2081 -1.5297
H 6.588 2.346 1.420 -0.0980 -1.7011 -0.0754
H 7.269 0.640 1.000 -0.9316 1.0063 0.6624
H 5.210 0.130 -0.072 -0.3681 0.5762 1.3254
H 4.516 1.728 0.456 0.7476 -1.4149 0.4535
H 4.496 0.276 2.947 -0.7882 -0.1598 -1.4570
H 3.065 0.744 1.922 0.9130 -1.0787 -0.0207
H 4.784 -1.923 1.425 -1.4114 0.6665 0.5135
H 3.571 -1.872 2.802 0.0660 0.4844 -1.5337
H 2.354 -2.952 0.978 0.4846 1.5174 -0.4398
H 3.135 -1.950 -0.329 -0.9277 0.4033 1.3008
H 1.529 -0.099 0.015 -0.6146 -1.3695 1.2111
H 1.223 -0.507 1.771 -0.0993 -0.8430 -1.0888
H -0.389 -0.159 -1.260 -0.6728 -1.6733 0.3558
H -4.609 -0.245 -0.317 -0.1966 -1.3379 0.9252
H -3.717 -0.751 1.212 -1.4935 -0.0435 -0.7622
H -6.457 -1.897 1.418 0.5165 1.2915 -0.1145
H -7.742 -0.087 0.295 1.3118 0.5723 0.8297
H -7.261 0.930 1.765 0.5560 -0.9756 -1.0025
H -6.279 1.036 0.215 -0.7431 -1.1194 1.0429
H -5.915 -1.260 3.390 0.3294 0.5684 -0.4186
H -2.700 -3.518 1.984 0.9402 0.3658 -1.1831
C -0.587 3.133 -3.679 -0.3461 0.3557 0.3459
C 0.456 4.238 -3.687 -0.1526 0.0789 -0.6364
O 1.532 3.735 -2.895 -0.1796 -0.8217 0.3516
S 1.612 2.125 -3.067 -0.1204 0.2447 -0.5834
O 2.609 1.829 -4.049 -0.6142 -0.0813 0.9090
O 1.585 1.523 -1.772 0.3276 0.2776 -0.5814
O 0.155 1.915 -3.746 0.7867 0.2169 0.0506
H -1.157 3.134 -2.745 0.0020 0.0504 -0.0525
H -1.274 3.208 -4.522 0.1703 -0.2185 -0.0041
H 0.077 5.172 -3.273 0.1963 -0.1303 0.1779
H 0.835 4.416 -4.698 -0.0852 0.0171 0.0291

(4)
24
Properties=species:S:1:pos:R:3:forces:R:3 method="wB97M-V/def2-TZVPD" smiles="CNC(C)=O.CNC(C)=O" e_above_lowest_kcal_mol=30.7 total_energy_ha=-497.0086 homo_ev=-9.17
C 1.330 2.858 -0.225 0.6479 2.5009 -1.4878
C 2.332 -0.752 -0.387 -0.6291 0.1456 -0.7611
C 1.081 1.444 -0.497 0.8452 -2.8910 2.3052
O 0.127 0.960 -1.063 0.3383 0.7362 -1.3131
N 2.068 0.609 0.070 -0.0965 0.2057 -0.2829
H 0.788 3.363 -1.021 -0.2419 0.3549 0.0310
H 2.295 0.846 1.024 0.4114 0.0951 -0.2361
H 2.877 -1.368 0.326 -0.2888 0.2577 0.2042
H 1.068 3.390 0.685 -0.4530 -0.7782 0.4697
H 2.383 3.152 -0.406 -0.3813 -0.5581 0.1399
H 1.416 -1.233 -0.729 -0.1801 -0.2239 0.5749
H 2.917 -0.735 -1.305 0.4316 0.2584 -0.0002
C -1.393 -2.779 -0.407 -1.0317 -0.1603 0.8383
C -1.901 0.763 0.909 -2.6545 -0.9848 1.1132
C -2.089 -0.764 0.801 0.6967 0.6694 -0.5495
O -2.853 -1.390 1.507 -0.0503 0.0124 0.2354
N -1.284 -1.357 -0.125 0.0514 -0.8629 -0.7668
H -0.870 -0.815 -0.865 0.0762 0.5592 0.3778
H -1.822 -3.203 0.502 0.1195 -0.2364 -0.0651
H -2.120 -3.025 -1.198 0.3779 0.2428 -0.0161
H -1.836 1.261 -0.039 0.7480 0.1707 -0.1791
H -0.440 -3.265 -0.588 0.1954 0.2118 -0.1753
H -2.883 1.070 1.329 0.5438 0.0080 -0.0819
H -1.190 0.973 1.700 0.5240 0.2670 -0.3745

(5)
21
Properties=species:S:1:pos:R:3:forces:R:3 method="wB97M-V/def2-TZVPD" charge=+1 smiles="CC[NH2+]CC(=O)NC" e_above_lowest_kcal_mol=68.3 total_energy_ha=-382.7527 homo_ev=-13.72
O 0.498 -1.165 1.329 -0.8573 -0.3171 2.8747
C 1.122 -0.853 0.361 -0.6587 -0.8700 -1.3909
N 2.268 -1.501 0.021 -0.2803 2.2586 -2.9049
C 3.072 -1.232 -1.151 1.9230 1.7309 -2.1591
C 0.351 0.249 -0.499 2.0657 -2.5982 -2.8104
N -0.566 0.965 0.402 -0.1089 0.6170 1.4580
C -2.030 0.558 0.122 1.5532 -2.4471 0.6314
C -3.099 1.120 0.930 -3.3089 3.4945 3.3030
H 2.745 -2.092 0.624 0.0660 -1.2203 1.9791
H 2.583 -0.611 -1.920 -0.6837 -1.1218 0.0249
H 3.924 -0.523 -1.084 -0.2048 -0.0303 1.5176
H 3.691 -2.040 -1.637 -1.7325 -0.0866 0.6624
H 1.242 0.696 -0.950 -0.8029 1.7521 0.2126
H -0.181 -0.215 -1.465 0.8451 0.8113 2.5300
H -0.521 2.004 0.301 0.3129 -0.9577 0.2176
H -0.275 0.640 1.431 -0.7813 0.5128 -2.2477
H -2.134 0.608 -0.924 -0.2740 0.7524 -1.2568
H -1.991 -0.541 0.302 -0.0639 0.6304 0.0291
H -3.274 0.758 1.946 1.1143 -0.8598 0.0746
H -4.123 0.924 0.602 0.3677 -0.3950 -1.0986
H -3.303 2.249 1.258 1.5094 -1.6561 -1.6467

(6)
11
Properties=species:S:1:pos:R:3:forces:R:3 method="wB97M-V/def2-TZVPD" e_above_lowest_kcal_mol=81.2 total_energy_ha=-260.5725 homo_ev=-8.18
C -0.118 0.115 -0.833 4.7403 -3.8016 -3.8134
H -2.163 -0.830 0.210 -0.9247 3.7469 1.2767
H -2.328 1.123 0.133 0.2484 -3.5448 1.3816
H -0.022 0.623 1.061 0.7772 -0.2033 0.2330
H -0.719 -0.173 -1.673 -0.9301 0.6306 -0.2529
H 1.960 -1.027 0.805 -0.8231 2.2838 -2.2801
H 2.882 0.201 0.180 -1.2674 -0.3387 -1.4524
N -1.965 0.189 0.691 0.0016 -0.5150 -3.5588
N -0.558 0.153 0.361 -2.8292 1.7074 4.7370
N 1.143 -0.264 -1.092 -0.1106 1.9809 0.9725
N 1.887 -0.110 0.157 1.1177 -1.9462 2.7566